No. 1
Here is a molecular structure, C16H38AgClN4O6 at a distorted geometry from the OMol25 dataset. Energies are from the ωB97M-V functional and the def2-TZVPD basis.

```
! RIJCOSX wB97M-V def2-TZVPD def2/J DEFGRID3
* xyz 0 1
Ag 0.729 -0.595 -2.566
Cl -0.578 -0.444 0.040
C -2.544 -0.658 -3.318
O -1.379 -0.328 -4.105
C -1.288 1.030 -4.567
C 0.016 1.254 -5.342
O 1.101 0.686 -4.559
C 2.391 0.888 -5.204
H -2.693 -1.737 -3.374
H -3.516 -0.320 -3.677
H -2.496 -0.381 -2.265
H -1.261 1.759 -3.758
H -2.162 1.149 -5.208
H 0.286 2.307 -5.428
H -0.036 0.807 -6.334
H 3.049 0.233 -4.633
H 2.552 1.966 -5.190
H 2.391 0.547 -6.239
C 0.290 -1.016 3.560
C -1.193 -0.976 3.971
O -1.551 -1.276 5.121
N -1.978 -0.506 3.035
C -3.433 -0.233 3.133
H 0.596 -0.165 2.951
H 0.440 -1.900 2.939
H 0.876 -1.123 4.472
H -1.516 -0.378 2.145
H -3.988 -0.928 3.763
H -3.741 -0.348 2.093
H -3.740 0.747 3.496
C 2.442 -2.891 0.401
C 3.177 -3.420 1.666
O 2.835 -2.996 2.793
N 4.179 -4.310 1.557
C 4.535 -4.974 0.300
H 1.781 -2.111 0.782
H 1.836 -3.674 -0.055
H 3.210 -2.477 -0.251
H 4.736 -4.480 2.382
H 5.458 -4.648 -0.179
H 3.832 -5.029 -0.531
H 4.549 -6.036 0.546
C -4.853 0.452 -0.330
C -4.302 1.838 -0.005
O -5.052 2.814 -0.045
N -3.029 1.973 0.431
C -2.515 3.242 1.003
H -4.124 -0.326 -0.101
H -5.140 0.391 -1.380
H -5.651 0.358 0.407
H -2.361 1.244 0.226
H -2.272 3.109 2.057
H -3.079 4.148 0.782
H -1.572 3.441 0.495
C 3.697 1.233 1.132
C 2.850 2.224 1.908
O 3.337 2.971 2.740
N 1.530 2.131 1.700
C 0.515 2.755 2.580
H 4.046 0.463 1.820
H 4.619 1.632 0.709
H 3.209 0.760 0.280
H 1.210 1.498 0.981
H -0.208 1.964 2.778
H 0.169 3.536 1.903
H 0.783 3.131 3.567
*
```

The calculation puts the total energy at -51974.755 eV. The relative energy (zero: lowest compared OMol25 entry of this formula, charge and spin) is 1.586 eV. The calculation puts the orbital gap at 6.938 eV. The LUMO energy comes out at -0.058 hartree. Its HOMO energy is -8.50 eV.



No. 2
Here is a molecular structure, C18H22AsCl2O7RuS3 at a distorted geometry from the OMol25 dataset. Energies are from the ωB97M-V functional and the def2-TZVPD basis.

```
! RIJCOSX wB97M-V def2-TZVPD def2/J DEFGRID3
* xyz 0 6
Ru -0.190 -0.060 0.024
Cl -1.249 -2.507 -0.003
C -0.083 -3.314 -1.008
C 0.046 -4.677 -0.831
C 0.923 -5.373 -1.638
C 1.647 -4.705 -2.614
C 1.500 -3.339 -2.777
Cl 2.428 -2.568 -4.017
C 0.637 -2.583 -1.961
S 0.509 -0.854 -2.168
H -0.540 -5.180 -0.071
H 1.041 -6.441 -1.511
H 2.333 -5.239 -3.259
O 0.939 3.124 1.654
As 0.053 3.351 0.127
O 0.717 4.680 -0.559
O 0.126 1.895 -0.754
C -1.777 3.757 0.624
C -2.101 5.092 0.434
C -3.391 5.539 0.702
C -4.364 4.658 1.146
C -4.060 3.318 1.329
C -2.774 2.874 1.063
S -2.448 1.164 1.304
O -3.426 0.617 2.194
O -2.413 0.539 -0.042
O -1.044 1.114 1.814
H 1.514 3.905 1.627
H -1.331 5.759 0.069
H -3.632 6.584 0.559
H -5.367 5.016 1.354
H -4.801 2.612 1.680
C 6.016 1.288 2.181
C 4.550 1.422 1.777
C 3.862 0.059 1.721
S 2.088 0.231 1.534
O 1.582 -1.154 1.064
C 1.667 0.429 3.287
C 1.472 -0.886 4.040
C 0.136 -1.585 3.775
H 6.497 2.266 2.210
H 6.566 0.664 1.470
H 6.112 0.835 3.171
H 4.468 1.904 0.801
H 4.033 2.076 2.486
H 4.028 -0.536 2.622
H 4.162 -0.521 0.846
H 0.773 1.050 3.312
H 2.496 1.013 3.694
H 1.531 -0.626 5.099
H 2.303 -1.568 3.839
H -0.683 -0.861 3.737
H -0.084 -2.294 4.574
H 0.153 -2.132 2.834
*
```

The calculation puts the total energy at -154324.629 eV. The relative energy (zero: lowest compared OMol25 entry of this formula, charge and spin) is 0.834 eV. The calculation puts the orbital gap (alpha / beta) at 8.557 / 6.324 eV. The LUMO energy (alpha / beta) comes out at 0.009 / -0.087 hartree. Its HOMO energy (alpha / beta) is -8.32 / -8.68 eV.



No. 3
Here is a molecular structure, C41H38BrN6O2S2Se2Y from the OMol25 dataset. Energies are from the ωB97M-V functional and the def2-TZVPD basis.

```
! RIJCOSX wB97M-V def2-TZVPD def2/J DEFGRID3
* xyz -2 1
Y -1.782 0.830 0.073
C -0.753 -3.744 -1.267
C -1.432 -2.410 -1.055
N -0.860 -1.499 -0.341
N 0.443 -1.826 0.058
C 0.855 -1.251 1.135
S 0.046 -0.240 2.262
S 2.553 -1.465 1.606
C 3.253 -2.488 0.275
C 3.467 -3.918 0.675
C 4.733 -4.490 0.669
C 4.918 -5.818 1.041
C 3.833 -6.590 1.423
C 2.562 -6.024 1.438
C 2.383 -4.701 1.073
C -2.733 -2.192 -1.713
C -2.989 -2.888 -2.904
C -4.149 -2.729 -3.630
C -5.118 -1.844 -3.153
C -4.909 -1.152 -1.987
C -3.716 -1.280 -1.230
O -3.581 -0.591 -0.143
H -0.289 -4.070 -0.340
H 0.048 -3.651 -2.004
H -1.462 -4.496 -1.600
H 4.190 -2.033 -0.046
H 2.523 -2.414 -0.534
H 5.584 -3.886 0.373
H 5.914 -6.245 1.034
H 3.974 -7.624 1.714
H 1.708 -6.617 1.742
H 1.401 -4.244 1.106
H -2.226 -3.548 -3.299
H -4.286 -3.256 -4.566
H -6.031 -1.682 -3.716
H -5.632 -0.431 -1.624
C -3.420 -0.646 4.591
Se -3.427 -0.928 2.661
C -5.290 -0.462 2.353
C -5.597 1.026 2.423
Se -4.578 2.163 1.189
C -3.971 3.432 2.530
H -3.985 -1.420 5.111
H -3.815 0.337 4.844
H -2.375 -0.689 4.896
H -5.902 -0.993 3.086
H -5.505 -0.861 1.363
H -5.402 1.415 3.424
H -6.655 1.187 2.208
H -4.819 3.890 3.038
H -3.393 4.182 1.996
H -3.308 2.928 3.230
Br 6.260 -1.075 2.224
C 5.737 0.717 1.859
C 4.640 1.254 2.515
C 4.265 2.560 2.249
C 4.985 3.327 1.333
C 6.094 2.772 0.706
C 6.467 1.460 0.950
N 4.777 4.730 1.132
N 3.649 5.266 1.075
C 2.428 4.567 0.988
C 1.402 5.120 1.736
C 0.163 4.514 1.882
C -0.148 3.328 1.196
O -1.276 2.746 1.277
C 0.896 2.786 0.330
N 0.557 1.673 -0.362
C 1.393 1.177 -1.240
C 2.636 1.775 -1.506
C 3.013 2.877 -0.793
C 2.152 3.407 0.195
H 4.063 0.651 3.202
H 3.396 2.973 2.742
H 6.664 3.389 0.022
H 7.321 1.024 0.450
H 1.619 6.043 2.263
H -0.602 4.961 2.504
H 1.068 0.294 -1.778
H 3.274 1.362 -2.276
H 3.958 3.360 -0.999
N -2.081 1.554 -1.857
C -1.965 1.573 -3.169
C -1.263 0.546 -3.903
C -1.131 0.560 -5.275
C -1.671 1.587 -6.056
C -2.360 2.602 -5.386
C -2.507 2.606 -4.015
H -0.859 -0.280 -3.322
H -0.598 -0.256 -5.759
H -1.565 1.591 -7.135
H -2.797 3.416 -5.962
H -3.049 3.408 -3.524
*
```

The calculation puts the total energy at -279621.955 eV. The relative energy (zero: lowest compared OMol25 entry of this formula, charge and spin) is 0.560 eV. The calculation puts the orbital gap at 3.946 eV. The LUMO energy comes out at 0.135 hartree. Its HOMO energy is -0.28 eV.